#one
C9H8ClNOS in the gas phase. Source: the Open Molecules 2025 dataset; level of theory: the ωB97M-V functional and the def2-TZVPD basis.

Each atom is followed by the atoms it is bonded to, with distances in Å.
Geometry (Å):
1 C -2.85066 -0.38175 0.25152  C2 1.447, C3 1.337, H14 1.143
2 C -2.65336 1.01708 -0.06359  C1 1.447, C4 1.398, H15 1.050
3 C -1.83297 -1.23583 0.39831  C1 1.337, C5 1.424, H16 1.120
4 C -1.32037 1.38015 -0.27864  C2 1.398, C6 1.413, H17 1.152
5 C -0.47852 -0.80910 0.29466  C3 1.424, C6 1.343, C7 1.504
6 C -0.27605 0.50286 0.08973  C4 1.413, C5 1.343, C9 1.576
7 C 0.51183 -1.93853 0.37478  C5 1.504, C8 1.298, H18 1.115
8 C 1.77077 -2.00645 0.06696  C7 1.298, O11 1.174
9 C 1.15383 1.14353 -0.08219  C6 1.576, N10 1.358, S12 1.928, H19 1.216
10 N 1.92550 0.81817 0.98682  C9 1.358, Cl13 1.664
11 O 2.92204 -1.89626 -0.13618  C8 1.174
12 S 1.58861 0.71015 -1.91023  C9 1.928, H21 1.337
13 Cl 3.54797 0.75187 0.62134  N10 1.664, H20 1.333
14 H -3.93264 -0.64228 0.51388  C1 1.143
15 H -3.44955 1.65496 -0.31330  C2 1.050
16 H -2.03426 -2.27480 0.76487  C3 1.120
17 H -1.08400 2.31606 -0.90817  C4 1.152
18 H 0.23283 -2.93312 0.79324  C7 1.115
19 H 1.13282 2.35357 -0.19971  C9 1.216
20 H 3.73922 -0.53799 0.89790  Cl13 1.333
21 H 1.38696 2.00772 -2.16202  S12 1.337

=====

#two
2 unconnected molecules or ions with the total composition C9H8ClNOS. Source: the Open Molecules 2025 dataset; level of theory: the ωB97M-V functional and the def2-TZVPD basis.

Each atom is followed by the atoms it is bonded to, with distances in Å.
Geometry (Å):
1 C -0.95958 -1.48103 -0.89587  C2 1.379, C3 1.296, H14 1.084
2 C 0.25895 -1.30251 -1.51643  C1 1.379, C4 1.365, H15 1.082
3 C -1.61354 -0.54801 -0.27748  C1 1.296, C5 1.441, H16 1.091
4 C 0.85019 -0.07210 -1.52233  C2 1.365, C6 1.476, H17 1.103
5 C -0.96687 0.71856 -0.04565  C3 1.441, C6 1.401, C7 1.502
6 C 0.22971 0.99980 -0.71881  C4 1.476, C5 1.401, C9 1.354
7 C -1.47347 1.84040 0.81505  C5 1.502, C8 1.308, H18 1.056
8 C -1.63880 1.56860 2.08351  C7 1.308, O11 1.166
9 C 1.05292 2.04608 -0.47318  C6 1.354, N10 1.317, H19 1.016
10 N 0.71661 3.05094 0.30808  C9 1.317, Cl13 1.695
11 O -1.70194 1.21774 3.19417  C8 1.166
12 S 1.50796 -0.45156 1.91397  H20 1.372, H21 1.423
13 Cl 1.97481 3.96747 0.97891  N10 1.695
14 H -1.52018 -2.39598 -1.04608  C1 1.084
15 H 0.61923 -2.12589 -2.11877  C2 1.082
16 H -2.60418 -0.68699 0.15847  C3 1.091
17 H 1.86458 0.13054 -1.90440  C4 1.103
18 H -1.56073 2.74656 0.28054  C7 1.056
19 H 1.95468 2.13149 -0.93448  C9 1.016
20 H 2.77187 -0.97867 1.83113  S12 1.372
21 H 1.64569 0.61763 0.98474  S12 1.423

As for the SMILES: O=C=Cc1ccccc1/C=N/Cl.S.

=====

Stability, highest: #two

=====

#one
2 unconnected molecules or ions with the total composition CH5NO2S. Source: the Open Molecules 2025 dataset; level of theory: the ωB97M-V functional and the def2-TZVPD basis.

Each atom is followed by the atoms it is bonded to, with distances in Å.
Geometry (Å):
1 C -0.17427 -0.15637 1.11926  N2 1.504, H6 1.132, H7 1.076, H8 1.080
2 N -0.83863 -0.36559 -0.21354  C1 1.504, O4 1.279
3 O -0.70133 1.93273 -0.45203  O4 1.426, H9 0.933
4 O -1.13711 0.65811 -0.91960  N2 1.279, O3 1.426
5 S 1.02131 -1.13819 -1.64643  H10 1.339
6 H -0.39800 -1.12215 1.66494  C1 1.132
7 H 0.87471 -0.13974 0.88207  C1 1.076
8 H -0.48899 0.72024 1.66518  C1 1.080
9 H 0.18687 1.89372 -0.73530  O3 0.933
10 H 1.65544 -2.28277 -1.36455  S5 1.339

The expectation value of S² is 2.008. Its spin multiplicity is 3.

=====

#two
CH5NO2S in the gas phase. Source: the Open Molecules 2025 dataset; level of theory: the ωB97M-V functional and the def2-TZVPD basis.

Each atom is followed by the atoms it is bonded to, with distances in Å.
Geometry (Å):
1 C 1.00098 0.49184 -0.12051  N2 1.465, O3 1.375, H7 1.208, H8 1.141
2 N -0.25004 0.00866 -0.71059  C1 1.465, S5 1.743, H9 1.036
3 O 1.73876 -0.15184 0.84456  C1 1.375, H6 0.985
4 O -2.72620 -0.84089 -0.68217  S5 1.432
5 S -1.87014 0.13702 -0.08046  N2 1.743, O4 1.432, H10 1.450
6 H 1.08718 -0.37342 1.54974  O3 0.985
7 H 1.80298 0.67883 -1.00494  C1 1.208
8 H 0.70719 1.55711 0.16436  C1 1.141
9 H -0.09750 -0.95398 -1.06239  N2 1.036
10 H -1.39321 -0.55333 1.10239  S5 1.450

The expectation value of S² is 2.009. Its spin multiplicity is 3.

=====

Stability, highest: #two

=====

#one
C8H14N4O5 in the gas phase. Source: the Open Molecules 2025 dataset; level of theory: the ωB97M-V functional and the def2-TZVPD basis.

Each atom is followed by the atoms it is bonded to, with distances in Å.
Geometry (Å):
1 C -1.40844 0.72448 1.71715  C2 1.516, C3 1.563, H11 1.073, N23 1.459
2 C -0.67687 0.95454 0.40984  C1 1.516, N25 1.388, O27 1.248
3 C -2.45344 -0.43617 1.65743  C1 1.563, C4 1.557, H12 1.113, H13 1.121
4 C -1.78299 -1.82459 1.87324  C3 1.557, N24 1.357, O28 1.234
5 C 0.83436 0.06649 -1.37853  C6 1.574, C7 1.500, H17 1.079, N25 1.455
6 C 0.43571 -1.29776 -2.05471  C5 1.574, O29 1.199, O31 1.321
7 C 2.31912 0.25921 -1.46981  C5 1.500, C8 1.532, H18 1.119, H19 1.127
8 C 2.88658 1.61852 -1.04972  C7 1.532, N26 1.417, O30 1.201
9 H -2.11492 2.63290 1.36645  N23 1.101
10 H -1.22236 2.45120 2.93116  N23 1.125
11 H -0.61380 0.41847 2.36992  C1 1.073
12 H -2.95693 -0.48546 0.66615  C3 1.113
13 H -3.27456 -0.26856 2.40206  C3 1.121
14 H -3.61360 -2.62161 2.37494  N24 0.985
15 H -2.38814 -3.77833 2.33287  N24 1.020
16 H 0.49040 -0.66224 0.55675  N25 0.997
17 H 0.35627 0.77789 -2.03386  C5 1.079
18 H 2.99473 -0.45929 -0.94169  C7 1.119
19 H 2.60928 0.10140 -2.54749  C7 1.127
20 H 2.40073 3.49656 -0.43481  N26 1.016
21 H 0.96142 2.43853 -0.74336  N26 1.012
22 H -0.91405 -2.56258 -2.07593  O31 0.968
23 N -1.96279 1.97131 2.23366  C1 1.459, H9 1.101, H10 1.125
24 N -2.66399 -2.80633 2.19009  C4 1.357, H14 0.985, H15 1.020
25 N 0.38650 0.16020 0.00225  C2 1.388, C5 1.455, H16 0.997
26 N 1.95512 2.61060 -0.65476  C8 1.417, H20 1.016, H21 1.012
27 O -1.05166 1.90950 -0.30013  C2 1.248
28 O -0.56033 -1.93047 1.74429  C4 1.234
29 O 1.02495 -1.85121 -2.94007  C6 1.199
30 O 4.05953 1.73531 -0.81820  C8 1.201
31 O -0.67780 -1.79033 -1.54229  C6 1.321, H22 0.968

As for the SMILES: NC(=O)C[C@H](NC(=O)[C@@H](N)CC(N)=O)C(=O)O.

=====

#two
C8H14N4O5 in the gas phase. Source: the Open Molecules 2025 dataset; level of theory: the ωB97M-V functional and the def2-TZVPD basis.

Each atom is followed by the atoms it is bonded to, with distances in Å.
Geometry (Å):
1 C -0.83134 1.44576 1.27769  C2 1.570, C3 1.566, H11 1.103, N23 1.442
2 C 0.10432 1.18923 0.04361  C1 1.570, N25 1.339, O27 1.226
3 C -2.30952 1.50334 0.76358  C1 1.566, C4 1.532, H12 1.111, H13 1.104
4 C -2.89936 0.13391 0.41327  C3 1.532, N24 1.351, O28 1.230
5 C 1.12446 -0.49146 -1.39817  C6 1.506, C7 1.508, H17 1.107, N25 1.471
6 C 0.91436 -1.93247 -1.78155  C5 1.506, O29 1.213, O31 1.350
7 C 2.60109 -0.27172 -1.18560  C5 1.508, C8 1.573, H18 1.101, H19 1.099
8 C 3.19400 -0.76759 0.18436  C7 1.573, N26 1.388, O30 1.223
9 H -0.48829 3.34251 1.08722  N23 1.037
10 H 0.42329 2.65170 2.20623  N23 1.024
11 H -0.79118 0.68069 2.07104  C1 1.103
12 H -2.35076 2.23969 -0.06751  C3 1.111
13 H -2.88907 1.97630 1.57562  C3 1.104
14 H -4.75447 0.95144 -0.00851  N24 1.002
15 H -4.63121 -0.73124 -0.22591  N24 0.995
16 H -0.19281 -0.87744 0.21657  N25 1.031
17 H 0.87591 0.12326 -2.28401  C5 1.107
18 H 3.10402 -0.77387 -2.02668  C7 1.101
19 H 2.86125 0.79560 -1.19282  C7 1.099
20 H 3.04693 -2.23105 1.56144  N26 1.024
21 H 1.60014 -2.07771 0.69129  N26 1.002
22 H 0.09450 -3.54221 -1.31240  O31 0.984
23 N -0.55446 2.71280 1.90797  C1 1.442, H9 1.037, H10 1.024
24 N -4.20904 0.11600 0.08079  C4 1.351, H14 1.002, H15 0.995
25 N 0.32642 -0.10357 -0.22542  C2 1.339, C5 1.471, H16 1.031
26 N 2.58623 -1.90046 0.70831  C8 1.388, H20 1.024, H21 1.002
27 O 0.68385 2.11870 -0.50654  C2 1.226
28 O -2.25447 -0.90718 0.53304  C4 1.230
29 O 1.29421 -2.46232 -2.80427  C6 1.213
30 O 4.21607 -0.28444 0.65088  C8 1.223
31 O 0.10492 -2.62619 -0.95352  C6 1.350, H22 0.984

As for the SMILES: NC(=O)C[C@H](NC(=O)[C@@H](N)CC(N)=O)C(=O)O.

=====

Stability, highest: #two